Below is a single C20H22F3N3O2 molecule at a distorted geometry, with properties calculated with ωB97M-V/def2-TZVPD.

Energy relative to the best compared isomer or geometry (same formula, charge and spin) in eV: 0.620
Frontier orbital gap in eV: 8.7879
Structure (SMILES): NC(=O)c1ccc(Oc2ccc3c(c2)CCCN(CCCC(F)(F)F)C3)nc1
Electronic energy in Ha: -1389.69249
HOMO level in eV: -8.2307
LUMO in eV: 0.557
Maximum force in eV/A: 2.0

Each atom is followed by the atoms it is bonded to, with distances in Å.
Atoms and positions in Å:
1 O -5.32 1.56 -4.13  C7 1.215
2 F -1.90 0.92 6.15  C22 1.396
3 F -3.06 2.19 4.72  C22 1.350
4 F -2.79 0.06 4.29  C22 1.362
5 N -1.71 0.07 -2.70  C8 1.354, C9 1.342
6 O 0.42 -0.84 -3.25  C9 1.364, C15 1.383
7 C -4.51 1.14 -4.92  O1 1.215, C16 1.453, N19 1.392
8 C -2.92 0.49 -3.15  N5 1.354, C16 1.381, H29 1.094
9 C -0.77 -0.28 -3.59  N5 1.342, O6 1.364, C10 1.408
10 C -0.96 -0.04 -4.97  C9 1.408, C12 1.397, H30 1.067
11 C 0.04 -1.95 -1.15  C13 1.390, C15 1.360, H31 1.077
12 C -2.17 0.48 -5.43  C10 1.397, C16 1.404, H32 1.077
13 C 0.42 -2.15 0.17  C11 1.390, C17 1.399, H33 1.085
14 C 1.86 -0.39 -1.40  C15 1.415, C18 1.411, H34 1.066
15 C 0.74 -1.08 -1.92  O6 1.383, C11 1.360, C14 1.415
16 C -3.19 0.70 -4.49  C7 1.453, C8 1.381, C12 1.404
17 C 1.50 -1.47 0.74  C13 1.399, C18 1.422, C21 1.543
18 C 2.24 -0.54 -0.05  C14 1.411, C17 1.422, C23 1.517
19 N -4.84 0.98 -6.26  C7 1.392, H35 1.006, H36 1.019
20 N 2.14 -0.54 2.98  C21 1.436, C24 1.472, C25 1.478
21 C 1.72 -1.70 2.25  C17 1.543, N20 1.436, H37 1.097, H38 1.078
22 C -2.18 1.16 4.81  F2 1.396, F3 1.350, F4 1.362, C27 1.541
23 C 3.45 0.21 0.48  C18 1.517, C26 1.554, H39 1.083, H40 1.095
24 C 3.58 -0.26 3.03  N20 1.472, C26 1.526, H41 1.117, H42 1.094
25 C 1.24 0.64 3.01  N20 1.478, C28 1.527, H43 1.097, H44 1.112
26 C 4.23 -0.43 1.66  C23 1.554, C24 1.526, H45 1.081, H46 1.100
27 C -0.93 1.55 4.01  C22 1.541, C28 1.556, H47 1.082, H48 1.095
28 C -0.12 0.29 3.60  C25 1.527, C27 1.556, H49 1.078, H50 1.080
29 H -3.74 0.63 -2.44  C8 1.094
30 H -0.15 -0.26 -5.63  C10 1.067
31 H -0.83 -2.49 -1.49  C11 1.077
32 H -2.33 0.69 -6.48  C12 1.077
33 H -0.12 -2.86 0.78  C13 1.085
34 H 2.42 0.27 -2.02  C14 1.066
35 H -5.75 1.28 -6.56  N19 1.006
36 H -4.20 0.56 -6.93  N19 1.019
37 H 0.82 -2.13 2.71  C21 1.097
38 H 2.44 -2.50 2.36  C21 1.078
39 H 3.17 1.22 0.75  C23 1.083
40 H 4.13 0.27 -0.38  C23 1.095
41 H 3.79 0.77 3.40  C24 1.117
42 H 4.08 -0.94 3.73  C24 1.094
43 H 1.63 1.45 3.64  C25 1.097
44 H 1.11 1.07 2.00  C25 1.112
45 H 4.31 -1.49 1.45  C26 1.081
46 H 5.24 0.01 1.65  C26 1.100
47 H -1.19 2.07 3.10  C27 1.082
48 H -0.29 2.21 4.61  C27 1.095
49 H -0.06 -0.37 4.45  C28 1.078
50 H -0.69 -0.23 2.84  C28 1.080